Record 1
DFT (the ωB97M-V functional and the def2-TZVPD basis) results for 3 unconnected molecules or ions with the total composition C30H29F17O7.

Summary:
SMILES ... C#Cc1cc(OCCC)c(COCCOCC)c2c1C(=O)C(F)=CC2=O.FC(F)C(F)(F)COC(F)(F)C(F)F.FC(F)C(F)(F)COC(F)(F)C(F)F
E ... -92105.9655 eV
Spin multiplicity ... 1
Kohn-Sham gap ... 7.95 eV
Largest force on an atom ... 1.00 eV/A

Last column: Mulliken charge in e.
Geometry (Å):
C  6.2753  2.5217  6.2541  -0.220
C  5.3831  2.3997  5.4665  -1.068
C  4.0888  2.2138  4.8803  0.762
C  3.7709  0.9497  4.4121  -0.409
C  2.5353  0.6743  3.8664  -0.191
O  2.3072  -0.6054  3.4183  -0.574
C  2.9864  -0.8862  2.1815  -0.157
C  4.2726  -1.7152  2.3532  -0.677
C  5.5694  -0.9622  2.0107  -1.127
C  1.5446  1.6557  3.7716  0.179
C  0.2285  1.2118  3.1829  -0.697
O  -0.0477  1.8145  1.9311  -0.326
C  -1.4139  2.0488  1.7089  -0.467
C  -2.2744  0.7794  1.6952  -0.164
O  -3.6619  1.0640  1.6919  -0.440
C  -4.1575  1.4727  2.9479  -0.090
C  -4.2476  0.3500  3.9885  -1.178
C  1.8731  2.9432  4.2270  0.602
C  3.1340  3.2330  4.7700  0.124
C  3.4534  4.6139  5.2259  0.322
O  4.5837  5.0102  5.3906  -0.537
C  2.3246  5.5578  5.4556  0.225
F  2.6001  6.6532  6.1386  -0.274
C  1.1230  5.2750  4.9737  -0.706
C  0.8694  4.0605  4.1701  0.163
O  -0.1325  4.0480  3.4946  -0.483
H  7.0806  2.5187  6.9448  0.431
H  4.5015  0.1582  4.4761  0.870
H  3.2253  0.0337  1.6469  0.391
H  2.3106  -1.4450  1.5376  0.121
H  4.3138  -2.1669  3.3429  0.392
H  4.2097  -2.5546  1.6597  0.363
H  5.3826  -0.1174  1.3482  0.323
H  6.2769  -1.6183  1.5081  0.362
H  6.0717  -0.5759  2.8974  0.302
H  0.2846  0.1364  3.0203  0.601
H  -0.5981  1.3627  3.8876  0.306
H  -1.8071  2.7334  2.4663  0.332
H  -1.5533  2.5451  0.7509  0.314
H  -2.0340  0.0702  2.4934  0.429
H  -2.0707  0.2567  0.7598  -0.145
H  -3.6137  2.3119  3.3915  0.166
H  -5.1686  1.8356  2.7650  0.423
H  -4.5728  -0.5956  3.5623  0.277
H  -3.3188  0.2724  4.5526  0.265
H  -5.0078  0.6472  4.7138  0.419
H  0.2838  5.9349  5.1493  0.457
F  2.0939  -1.4355  -1.3002  -0.244
C  0.9768  -0.6794  -1.3630  -0.043
F  0.8322  -0.0788  -0.1599  -0.095
C  -0.2654  -1.5208  -1.6556  1.160
F  -0.4815  -2.3912  -0.6433  -0.316
F  -1.3177  -0.6537  -1.6574  -0.348
C  -0.3177  -2.2705  -2.9996  -0.834
O  0.0168  -3.6528  -2.9833  -0.436
C  1.3213  -4.0677  -3.1093  0.742
F  2.1456  -3.0440  -3.3993  -0.294
F  1.3680  -4.9152  -4.1616  -0.306
C  1.7854  -4.8431  -1.8743  0.185
F  1.7265  -4.0688  -0.7725  -0.185
F  3.0712  -5.2295  -2.0415  -0.268
H  1.1154  0.0965  -2.1211  0.245
H  -1.3636  -2.2616  -3.2918  0.336
H  0.2071  -1.7351  -3.7819  0.464
H  1.1601  -5.7243  -1.7201  0.242
F  -2.1876  -1.9246  -7.4242  -0.217
C  -1.7888  -1.1440  -6.4065  0.017
F  -0.9474  -1.8836  -5.6321  -0.213
C  -2.9620  -0.6768  -5.5453  1.167
F  -3.5585  -1.7388  -4.9624  -0.299
F  -2.4141  0.0675  -4.5409  -0.327
C  -4.0284  0.2097  -6.2135  -0.956
O  -5.2263  -0.4196  -6.6368  -0.399
C  -5.3196  -0.9939  -7.8863  0.798
F  -4.2336  -0.7299  -8.6356  -0.283
F  -6.3713  -0.4184  -8.5072  -0.301
C  -5.6003  -2.4949  -7.7929  0.178
F  -4.6024  -3.1241  -7.1419  -0.209
F  -5.6800  -3.0143  -9.0379  -0.257
H  -1.2304  -0.2938  -6.8072  0.276
H  -4.3558  0.8927  -5.4308  0.434
H  -3.6034  0.8419  -6.9930  0.350
H  -6.5379  -2.6759  -7.2637  0.247

Forces on atoms 1 to 3 (eV/Å):
0.5 -0.4 0.0
-0.7 0.2 0.6
0.3 0.2 -0.5

---

Record 2
DFT (the ωB97M-V functional and the def2-TZVPD basis) results for a molecular structure, C30H29F2N4O6Tc at a distorted geometry.

Summary:
Total charge ... +3
E ... -57436.0211 eV
Spin multiplicity ... 2
Kohn-Sham gap (alpha / beta) ... 5.25 / 5.75 eV
Largest force on an atom ... 1.95 eV/A

Last column: Mulliken spin population.
Geometry (Å):
Tc  -0.3365  -0.2854  0.2024  0.995
C  -3.2108  1.0162  -6.6068  0.000
C  -3.5201  2.1687  -5.6547  -0.001
C  -3.1160  3.4963  -6.2748  0.000
C  -3.3419  4.6390  -5.2967  -0.001
C  -2.5391  4.3968  -4.0543  -0.001
C  -2.0247  5.4372  -3.3174  0.000
C  -1.2707  5.1914  -2.1693  0.001
F  -0.7882  6.2192  -1.4850  0.000
C  -1.0191  3.9184  -1.7340  0.002
C  -1.5408  2.8412  -2.4576  0.001
C  -1.3281  1.4968  -2.0001  -0.011
O  -0.5115  1.2887  -1.0040  -0.003
C  -2.0242  0.4850  -2.6713  0.019
C  -2.7369  0.7792  -3.8231  0.002
N  -2.8301  1.9941  -4.3310  0.006
C  -2.3010  3.0698  -3.6319  -0.002
C  -2.0025  -0.9418  -2.2437  0.003
O  -2.5778  -1.8123  -2.8099  0.002
O  -1.3071  -1.1443  -1.0909  -0.017
H  -3.5605  1.2921  -7.5999  0.000
H  -3.7139  0.0871  -6.3457  0.000
H  -2.1354  0.8379  -6.6660  0.000
H  -4.5933  2.1851  -5.4456  0.000
H  -3.7107  3.6466  -7.1734  0.000
H  -2.0638  3.4568  -6.5701  0.000
H  -4.4041  4.7072  -5.0424  0.000
H  -3.0620  5.5929  -5.7410  0.000
H  -2.1994  6.4636  -3.6151  0.000
H  -0.4383  3.7522  -0.8384  -0.002
H  -3.2284  -0.0330  -4.3375  -0.001
C  5.3911  0.2895  5.3129  0.000
C  4.9913  -1.0856  4.7863  0.000
N  4.1595  -0.9637  3.5698  0.003
C  2.8466  -0.8818  3.7344  0.001
C  1.9541  -0.6559  2.7073  0.002
C  0.5111  -0.6096  3.0791  0.005
O  0.1120  -0.8109  4.1789  0.002
O  -0.3061  -0.3323  2.0326  0.007
C  2.4246  -0.4751  1.3959  0.003
O  1.6715  -0.1945  0.3795  -0.002
C  3.8418  -0.6001  1.2041  -0.009
C  4.4095  -0.4917  -0.0735  0.001
C  5.7505  -0.6251  -0.2618  0.002
F  6.2047  -0.5517  -1.5194  0.000
C  6.6525  -0.8661  0.8085  -0.002
C  6.0798  -0.9329  2.0772  0.000
C  4.7034  -0.8358  2.2985  -0.002
N  8.0193  -1.0166  0.6357  0.000
C  8.6805  -0.7233  -0.6447  0.000
C  10.2018  -0.7637  -0.4702  0.000
N  10.5429  -0.2927  0.9064  0.000
C  10.0911  -1.2937  1.9298  0.000
C  8.7879  -1.9498  1.4519  0.000
H  5.9327  0.1854  6.2514  0.000
H  4.5041  0.8942  5.5027  0.000
H  6.0239  0.8214  4.6014  0.000
H  4.4049  -1.6194  5.5306  0.000
H  5.8606  -1.7004  4.5757  0.000
H  2.4581  -1.0055  4.7379  -0.001
H  3.7747  -0.3297  -0.9338  -0.002
H  6.7354  -1.0481  2.9250  0.000
H  8.3782  0.2682  -0.9782  0.000
H  8.4156  -1.4341  -1.4303  0.000
H  10.6772  -0.1230  -1.2092  0.000
H  10.6078  -1.7669  -0.5845  0.000
H  10.0682  0.5973  1.0682  0.000
H  11.5446  -0.1177  1.0005  0.000
H  9.9687  -0.7806  2.8813  0.000
H  10.8666  -2.0491  2.0426  0.000
H  8.2217  -2.2822  2.3145  0.000
H  9.0118  -2.8455  0.8629  0.000

Forces on atoms 1 to 3 (eV/Å):
-0.1 0.3 -0.7
0.0 0.0 0.1
-0.3 0.0 -0.5

---

Record 3
DFT (the ωB97M-V functional and the def2-TZVPD basis) results for a molecular structure, C30H29IrN6O3PSe at a distorted geometry.

Summary:
Total charge ... +4
E ... -124095.3862 eV
Spin multiplicity ... 6
Kohn-Sham gap (alpha / beta) ... 3.73 / 4.66 eV
Largest force on an atom ... 5.54 eV/A

Last column: Mulliken spin population.
Geometry (Å):
Ir  11.6533  12.0769  8.3456  1.644
C  15.9952  12.7314  7.5979  0.091
C  14.6350  12.5145  7.3622  0.057
N  13.7617  12.2858  8.3635  0.215
C  14.2276  12.4136  9.6320  0.178
C  15.6004  12.4730  9.9237  0.080
C  16.5151  12.6781  8.8630  0.151
C  15.9974  12.4530  11.3121  0.257
C  15.0871  12.3686  12.3381  0.196
C  13.6857  12.4523  12.0601  0.111
C  12.6876  12.6202  13.0552  0.142
C  11.3605  12.5622  12.6631  0.086
C  11.0116  12.3338  11.3378  0.067
N  11.9452  12.3403  10.3761  0.306
C  13.2729  12.4554  10.6841  0.188
H  16.6067  12.9040  6.7125  0.011
H  14.2047  12.5766  6.3738  0.014
H  17.5859  12.8024  9.0270  0.000
H  17.0195  12.4965  11.6609  0.001
H  15.4576  12.3652  13.3349  -0.004
H  12.9459  12.7456  14.1233  -0.006
H  10.5594  12.6989  13.4237  0.010
H  10.0166  12.2102  11.0021  0.024
Se  6.4265  17.8815  8.0404  0.712
N  6.3142  16.0928  8.1139  -0.148
C  7.5829  15.6018  8.0739  0.167
C  7.8965  14.1811  8.0612  0.011
C  6.9294  13.1542  8.0618  0.062
C  7.3648  11.8580  7.8605  -0.020
C  8.7195  11.5358  7.6882  0.068
N  9.6800  12.4697  7.8063  -0.002
C  9.2732  13.8025  7.9879  0.051
C  10.3283  14.7564  8.1393  0.114
N  11.6094  14.2311  8.2470  0.030
C  12.6306  15.1133  8.3723  0.014
C  12.3892  16.4617  8.6598  0.013
C  11.0989  17.0055  8.6746  0.026
C  10.0149  16.1488  8.3324  0.032
C  8.6289  16.6133  8.1619  0.103
N  8.2661  17.8981  8.1046  -0.078
H  5.8753  13.4636  8.2115  -0.003
H  6.6211  11.0588  7.8027  0.002
H  8.9490  10.4911  7.4481  0.006
H  13.6856  14.8170  8.2952  -0.003
H  13.1775  17.1564  8.7241  0.002
H  10.8835  18.0783  8.8975  -0.001
C  9.8368  7.0823  7.4555  0.000
C  10.3823  7.6543  8.7331  -0.001
O  10.5734  9.0892  8.5042  -0.003
P  11.9318  9.8895  8.5509  0.002
O  12.5183  9.5259  9.9957  0.006
C  13.6939  8.7923  10.5224  0.001
C  13.3803  8.4939  11.9702  0.002
O  13.0527  9.0753  7.6947  0.000
C  13.2036  9.1811  6.2386  -0.005
C  13.7804  7.8596  5.7475  0.001
H  9.5590  6.0286  7.6071  0.000
H  10.5980  7.0750  6.6908  0.000
H  8.9783  7.6609  7.0747  0.000
H  11.3355  7.1992  9.0154  0.000
H  9.6977  7.6100  9.5633  0.000
H  14.5442  9.4485  10.3863  0.000
H  13.8414  7.9274  9.8832  0.000
H  13.3375  9.4879  12.4566  0.001
H  14.1755  7.9344  12.4118  -0.001
H  12.4117  8.0107  12.0700  0.001
H  13.8963  10.0168  5.9869  0.011
H  12.2125  9.4444  5.8015  0.006
H  14.8214  7.8234  6.0914  0.000
H  13.8271  7.9163  4.6338  0.000
H  13.2071  7.0185  6.1150  0.000

Forces on atoms 1 to 3 (eV/Å):
0.4 1.4 -1.4
-1.7 -0.2 -2.6
1.7 0.2 -0.5